Below is a 3-piece molecular cluster, C4H6Cl8O overall, with properties calculated with wB97M-V/def2-TZVPD.

Geometry (Å):
C (2.162, 2.156, -5.590)
Cl (3.083, 3.644, -5.341)
Cl (2.389, 1.078, -4.216)
Cl (0.433, 2.550, -5.715)
Cl (2.688, 1.381, -7.077)
C (0.220, -0.337, -0.941)
Cl (-0.171, 0.591, -2.379)
Cl (1.315, -1.667, -1.399)
Cl (1.082, 0.674, 0.218)
Cl (-1.238, -1.003, -0.231)
C (-1.129, -0.190, 3.309)
C (-1.257, -1.429, 4.171)
O (-1.556, -2.576, 3.372)
H (-0.718, 0.671, 3.841)
H (-2.066, 0.144, 2.857)
H (-0.440, -0.411, 2.494)
H (-2.050, -1.314, 4.918)
H (-0.335, -1.583, 4.728)
H (-2.412, -2.381, 2.981)

Results
structure (SMILES) = ClC(Cl)(Cl)Cl.ClC(Cl)(Cl)Cl.CCO
E_HOMO = -10.369 eV
energy relative to the best compared isomer or geometry (same formula, charge and spin) = 0.125 eV
2S+1 = 1
HOMO-LUMO gap = 0.390 Ha



Below is C20H26CsN6O2S2 as an isolated structure at a distorted geometry, with properties calculated with wB97M-V/def2-TZVPD.

Geometry (Å):
Cs (0.370, -0.201, 0.826)
N (1.091, -2.180, -4.429)
C (0.984, -2.126, -3.043)
S (-0.417, -1.337, -2.408)
N (1.972, -2.764, -2.451)
N (2.042, -2.594, -1.090)
C (2.674, -3.534, -0.503)
C (2.925, -3.534, 0.958)
C (3.667, -4.575, 1.511)
C (3.881, -4.602, 2.878)
C (3.348, -3.592, 3.661)
C (2.627, -2.586, 3.030)
N (2.427, -2.550, 1.714)
H (0.203, -2.145, -4.904)
H (1.742, -2.877, -4.756)
H (3.052, -4.380, -1.080)
H (4.064, -5.349, 0.866)
H (4.456, -5.404, 3.325)
H (3.481, -3.576, 4.735)
H (2.174, -1.770, 3.584)
C (-1.528, 3.690, 2.896)
C (-0.556, 2.526, 2.958)
O (-0.095, 2.113, 1.900)
C (-0.219, 1.939, 4.264)
C (-0.415, 2.702, 5.428)
C (-0.097, 2.236, 6.682)
C (0.421, 0.931, 6.789)
C (0.602, 0.142, 5.686)
C (0.289, 0.594, 4.358)
O (0.426, -0.174, 3.355)
H (-1.850, 3.809, 1.864)
H (-1.033, 4.612, 3.212)
H (-2.388, 3.534, 3.548)
H (-0.819, 3.704, 5.333)
H (-0.243, 2.853, 7.559)
H (0.670, 0.536, 7.769)
H (0.980, -0.870, 5.778)
C (0.695, 1.890, -3.851)
C (-0.736, 1.660, -4.294)
N (-1.592, 2.728, -3.758)
C (-2.806, 2.574, -3.177)
S (-3.285, 3.605, -1.920)
N (-3.615, 1.570, -3.576)
C (-3.688, 0.882, -4.859)
C (-3.544, -0.625, -4.713)
H (1.345, 1.129, -4.281)
H (0.771, 1.807, -2.767)
H (1.056, 2.874, -4.165)
H (-1.059, 0.700, -3.891)
H (-0.791, 1.630, -5.385)
H (-1.096, 3.487, -3.314)
H (-4.430, 1.504, -2.985)
H (-2.935, 1.284, -5.524)
H (-4.652, 1.131, -5.312)
H (-2.598, -0.893, -4.234)
H (-3.593, -1.108, -5.692)
H (-4.352, -1.031, -4.103)

Results
net charge = -1
E_HOMO = -4.553 eV
energy relative to the best compared isomer or geometry (same formula, charge and spin) = 0.000 eV
2S+1 = 1
HOMO-LUMO gap = 0.253 Ha



Below is an isolated molecule of C5H7N3 at a distorted geometry, with properties calculated with wB97M-V/def2-TZVPD.

Geometry (Å):
C (0.801, 0.694, 0.032)
C (-1.094, -0.767, -0.109)
C (-1.752, -1.848, 0.394)
C (-1.514, -0.192, -1.452)
C (-1.435, 0.219, -2.632)
H (3.257, 1.372, 1.954)
H (1.608, 1.082, 2.331)
H (0.238, 1.012, -1.016)
H (0.313, -0.840, 1.378)
H (-2.379, -2.259, -0.368)
H (-1.425, -2.431, 1.242)
H (-1.507, 0.318, -3.784)
N (2.446, 0.809, 1.793)
N (1.980, 1.112, 0.427)
N (-0.161, -0.047, 0.760)

Results
structure (SMILES) = C#CC(=C)N/C=N\N
E_HOMO = -8.349 eV
energy relative to the best compared isomer or geometry (same formula, charge and spin) = 5.931 eV
2S+1 = 1
HOMO-LUMO gap = 0.329 Ha



Below is C13H23BN6ReSi as an isolated structure at a distorted geometry, with properties calculated with wB97M-V/def2-TZVPD.

Geometry (Å):
C (2.778, -0.860, -0.892)
N (1.555, -0.460, -1.302)
N (1.516, -0.392, -2.677)
C (2.791, -0.632, -3.112)
C (3.609, -0.918, -2.029)
B (0.108, 0.073, -3.192)
N (-0.810, -1.093, -2.769)
N (-1.025, -1.155, -1.406)
C (-1.967, -2.114, -1.180)
C (-2.319, -2.691, -2.392)
C (-1.568, -1.998, -3.363)
Re (0.007, 0.511, -0.370)
N (-0.270, 1.287, -2.266)
N (-0.371, 2.186, -0.083)
C (-1.144, 3.260, -0.410)
C (-1.444, 3.387, -1.794)
C (-1.008, 2.329, -2.622)
H (-1.401, 3.903, 0.438)
H (-1.102, 2.378, -3.737)
H (-1.889, 4.301, -2.192)
H (0.000, 0.398, -4.338)
H (-1.634, -2.126, -4.440)
H (3.040, -0.484, -4.159)
H (-3.040, -3.506, -2.535)
H (4.604, -1.162, -1.980)
H (-2.327, -2.339, -0.172)
H (2.926, -1.072, 0.157)
H (-3.580, 0.797, 1.164)
C (-3.591, -0.100, 1.828)
H (-3.588, -1.123, 1.280)
H (0.849, -2.405, 3.612)
H (-3.063, -0.033, 2.789)
C (-0.491, 1.095, 3.368)
Si (0.381, 0.385, 1.875)
C (2.170, 0.927, 2.175)
C (1.279, -1.953, 4.502)
H (-0.965, 2.083, 3.197)
H (0.299, 1.284, 4.121)
H (-1.267, 0.442, 3.808)
H (2.256, 1.237, 3.230)
H (2.865, 0.086, 1.926)
H (2.466, 1.783, 1.542)
H (0.984, -0.917, 4.433)
H (1.002, -2.491, 5.452)
H (2.377, -2.113, 4.517)

Results
<S²> = 3.799
net charge = +4
E_HOMO (alpha / beta) = -22.140 / -21.776 eV
energy relative to the best compared isomer or geometry (same formula, charge and spin) = 0.000 eV
2S+1 = 4
HOMO-LUMO gap (alpha / beta) = 0.171 / 0.151 Ha



Below is an isolated molecule of C5H7NO, with properties calculated with wB97M-V/def2-TZVPD.

Geometry (Å):
N (1.700, -1.770, 0.496)
C (1.002, -0.739, 0.293)
O (1.354, 0.367, -0.445)
C (0.367, 1.410, -0.315)
C (-0.873, 0.742, 0.243)
C (-1.276, -0.473, -0.526)
C (-0.414, -0.605, 0.705)
H (2.614, -1.722, 0.052)
H (0.198, 1.847, -1.306)
H (0.749, 2.187, 0.356)
H (-1.603, 1.320, 0.799)
H (-0.767, -0.618, -1.478)
H (-2.290, -0.847, -0.476)
H (-0.762, -1.099, 1.603)

Results
structure (SMILES) = [H]/N=C1\OC[C@H]2C[C@@H]12
E_HOMO = -9.749 eV
energy relative to the best compared isomer or geometry (same formula, charge and spin) = 1.177 eV
2S+1 = 1
HOMO-LUMO gap = 0.395 Ha



Below is an isolated molecule of C26H38N4O4, with properties calculated with wB97M-V/def2-TZVPD.

Geometry (Å):
C (-8.298, -2.376, 0.364)
C (-7.558, -1.250, 1.070)
H (-7.994, -0.284, 0.797)
H (-7.585, -1.378, 2.155)
O (-6.170, -1.243, 0.740)
C (-5.850, -0.659, -0.439)
O (-6.648, -0.096, -1.151)
N (-4.536, -0.796, -0.736)
C (-3.544, -1.324, 0.171)
H (-4.049, -1.820, 0.999)
C (-2.644, -0.196, 0.681)
H (-1.869, -0.605, 1.331)
H (-3.248, 0.510, 1.256)
C (-2.005, 0.516, -0.517)
N (-1.078, 1.545, -0.108)
C (0.255, 1.440, -0.323)
O (0.765, 0.480, -0.886)
C (0.888, 2.659, 0.234)
C (2.213, 3.105, 0.322)
C (2.425, 4.340, 0.937)
C (1.397, 5.112, 1.444)
C (0.087, 4.666, 1.363)
C (-0.143, 3.446, 0.762)
C (-1.458, 2.760, 0.566)
H (-2.138, 3.361, -0.048)
H (-1.952, 2.549, 1.521)
H (-0.730, 5.250, 1.758)
H (1.617, 6.061, 1.908)
H (3.449, 4.676, 1.008)
C (3.478, 2.423, -0.139)
O (4.564, 2.898, 0.160)
N (3.338, 1.331, -0.901)
C (4.477, 0.552, -1.326)
H (4.342, 0.281, -2.378)
C (4.639, -0.711, -0.479)
H (4.769, -0.400, 0.562)
C (5.821, -1.585, -0.933)
C (5.159, -2.917, -1.340)
N (3.926, -3.021, -0.581)
C (4.094, -3.561, 0.759)
C (2.767, -4.103, 1.306)
C (2.255, -5.228, 0.412)
H (2.935, -6.077, 0.446)
H (1.271, -5.560, 0.737)
H (2.191, -4.876, -0.613)
C (2.948, -4.586, 2.742)
H (2.008, -4.965, 3.137)
H (3.288, -3.775, 3.384)
H (3.684, -5.386, 2.783)
H (2.029, -3.294, 1.299)
H (4.804, -4.390, 0.702)
H (4.501, -2.817, 1.462)
C (3.417, -1.659, -0.597)
H (2.686, -1.502, 0.193)
H (2.918, -1.500, -1.557)
H (5.800, -3.782, -1.174)
H (4.889, -2.887, -2.401)
H (6.362, -1.136, -1.764)
H (6.525, -1.745, -0.116)
H (5.363, 1.185, -1.224)
H (2.421, 0.903, -1.025)
C (-3.104, 1.053, -1.438)
H (-2.663, 1.540, -2.308)
C (-3.993, -0.108, -1.887)
H (-4.830, 0.253, -2.484)
H (-3.407, -0.820, -2.477)
H (-3.719, 1.779, -0.903)
H (-1.394, -0.208, -1.072)
H (-2.938, -2.059, -0.370)
H (-9.334, -2.391, 0.689)
H (-8.267, -2.218, -0.711)
H (-7.838, -3.334, 0.595)

Results
structure (SMILES) = CCOC(=O)N1CCC(N2Cc3cccc(C(=O)NC[C@@H]4CCN(CC(C)C)C4)c3C2=O)CC1
E_HOMO = -8.310 eV
energy relative to the best compared isomer or geometry (same formula, charge and spin) = 1.047 eV
2S+1 = 1
HOMO-LUMO gap = 0.313 Ha



Ordered E results: -3912.73890 -2073.35349 -358.80042 -1228.38068 -324.68122 -1533.61677; unit hartree.